116
Properties=species:S:1:pos:R:3 method="wB97M-V/def2-TZVPD" orbital_gap_ev="6.71 / 7.19" multiplicity=2 total_charge=+3 lumo_energy_ev="-9.84 / -9.32"
V 0.28332 2.62962 -0.02873
C -0.51978 0.75892 4.75057
C -0.16908 -0.11268 3.60377
C 0.11592 -1.45118 3.73907
C 0.38492 -2.22838 2.58827
N 0.54982 -1.64948 1.41247
N 0.36692 -0.35688 1.27887
B 0.62832 0.40412 -0.06203
N -0.33998 -0.19468 -1.15683
N -0.09058 -1.44178 -1.43023
C -0.73658 -2.08078 -2.39113
C -1.72708 -1.41188 -3.13733
C -1.99598 -0.08078 -2.87343
C -2.92418 0.72062 -3.70863
C -1.25818 0.50932 -1.82573
S -1.27428 2.27392 -1.61613
C -0.39778 -3.52338 -2.63253
C -0.43928 -3.87068 -4.12513
C -1.50598 -4.32528 -1.91983
C 0.98902 -3.85248 -2.07283
N 2.05782 0.13212 -0.59713
N 2.82022 -0.82618 -0.12153
C 4.00052 -1.06508 -0.65513
C 4.45492 -0.32498 -1.76943
C 3.67512 0.68332 -2.28523
C 4.08712 1.52352 -3.43433
C 2.44132 0.90782 -1.62893
S 1.40912 2.21952 -2.05573
C 4.88552 -2.12248 -0.05163
C 5.20572 -3.17998 -1.12013
C 4.17692 -2.77658 1.12777
C 6.17782 -1.45028 0.44027
C -0.07848 0.40012 2.28967
S -0.49178 2.02392 1.91007
C 0.45582 -3.72578 2.73607
C -0.85848 -4.20888 3.37667
C 0.62822 -4.42018 1.39147
C 1.62172 -4.09618 3.66567
H -0.59548 0.17452 5.66277
H -1.46368 1.27372 4.57807
H 0.24832 1.52162 4.89067
H 0.10612 -1.90468 4.71867
H -2.23818 -1.91008 -3.94603
H -3.51598 0.08592 -4.36073
H -2.34798 1.40142 -4.33693
H -3.59438 1.32062 -3.09813
H -1.45368 -3.89918 -4.50963
H -0.01398 -4.86048 -4.25893
H 0.14742 -3.16898 -4.71273
H -2.47848 -4.09338 -2.34783
H -1.53908 -4.11098 -0.85563
H -1.31958 -5.38548 -2.05903
H 1.75732 -3.46148 -2.73633
H 1.10882 -4.93018 -2.01393
H 1.12762 -3.42298 -1.08773
H 5.41792 -0.53328 -2.20943
H 5.08862 1.26972 -3.76853
H 4.06222 2.57832 -3.16283
H 3.39302 1.38382 -4.26233
H 4.29412 -3.64458 -1.48803
H 5.82712 -3.95628 -0.68413
H 5.74842 -2.76298 -1.96273
H 3.23612 -3.20098 0.79597
H 3.97492 -2.04178 1.90217
H 4.79602 -3.56468 1.54327
H 6.74852 -1.00328 -0.36793
H 6.80392 -2.19898 0.91627
H 5.95382 -0.68088 1.17617
H -1.71738 -3.93858 2.76727
H -1.00108 -3.81468 4.37827
H -0.82788 -5.29198 3.45287
H -0.17408 -4.14108 0.71797
H 0.60412 -5.49748 1.52757
H 1.57892 -4.15968 0.94067
H 1.50202 -3.67458 4.65857
H 2.57052 -3.76498 3.25557
H 1.65302 -5.17708 3.76867
C 3.34512 3.53802 0.37327
C 1.99092 4.17642 0.49097
C 1.39952 4.30972 1.76287
C 0.27082 5.10292 1.94707
C -0.30648 5.75842 0.86657
C 0.27982 5.66302 -0.39213
C 1.42072 4.89422 -0.58053
H 3.63372 3.40852 -0.66893
H 3.39112 2.58052 0.90157
H 4.08072 4.19942 0.83627
H 1.89742 3.86892 2.62027
H -0.12928 5.24532 2.93977
H -1.16658 6.39432 1.01707
H -0.12708 6.23252 -1.21373
H 1.92942 4.92472 -1.53963
C -5.96898 0.92672 -1.44783
C -5.95658 1.31232 0.02677
C -4.84158 2.32862 0.39937
C -4.78678 2.48232 1.94537
C -3.83278 3.58282 2.39607
C -5.26568 3.67822 -0.16943
O -6.35048 4.13952 -0.03113
N -4.25938 4.42962 -0.81163
C -3.05068 3.96242 -1.13603
O -2.07458 4.59102 -1.48633
N -2.88178 2.57092 -1.02943
C -3.50578 1.80092 -0.06113
O -2.93468 0.81342 0.33917
H -6.88548 0.37832 -1.65233
H -5.12758 0.28052 -1.69733
H -5.96108 1.80022 -2.09923
H -5.84218 0.41692 0.63817
H -6.90718 1.78202 0.28687
H -4.48678 1.51962 2.36527
H -5.79358 2.70592 2.29897
H -2.83148 3.43892 1.98057
H -3.75518 3.57712 3.47917
H -4.19868 4.56142 2.09797
H -4.48758 5.39872 -1.02563

***

127
Properties=species:S:1:pos:R:3 method="wB97M-V/def2-TZVPD" orbital_gap_ev=5.62 relative_energy_kcal_mol=53.4 total_charge=-2 lumo_energy_ev=3.10
Ti -0.96843 1.96893 1.59310
Se -1.27898 4.44136 -7.33091
N -1.25380 2.92691 -6.38328
C -1.28695 3.27252 -5.13511
C -1.26298 2.31486 -4.02103
C -1.16425 0.94036 -4.24928
C -1.12530 0.09409 -3.17272
C -1.20412 0.64689 -1.89342
N -1.27723 1.94504 -1.66296
C -1.29150 2.78136 -2.71263
C -1.28482 4.24732 -2.42742
N -1.20902 4.62650 -1.14646
C -1.11143 5.91795 -0.88518
C -1.12473 6.91292 -1.85918
C -1.23124 6.53039 -3.16883
C -1.29662 5.17199 -3.46856
C -1.32101 4.70383 -4.85653
N -1.32360 5.49323 -5.88679
H -1.11853 0.58127 -5.27004
H -1.02190 -0.97888 -3.27996
H -1.18042 -0.00932 -1.03341
H -1.02807 6.17730 0.16204
H -1.05828 7.95294 -1.56902
H -1.25197 7.24723 -3.97975
S -3.72325 2.53650 5.65959
Sb -1.76177 3.00328 4.63937
S -1.08435 0.87049 3.59974
S -1.45618 4.17814 2.25273
C 0.79979 -2.67737 2.84874
C 2.25490 -3.09875 2.64181
C 2.40375 -4.58851 2.93125
C 3.15766 -2.28622 3.55427
O 2.72162 -2.88126 1.30339
Si 1.89336 -2.41066 -0.06116
S 1.09864 -0.54606 0.05359
O 0.74371 -3.58728 -0.37569
C 0.78230 -4.81730 -1.08336
C 0.54165 -4.52997 -2.56419
C 2.11071 -5.55948 -0.90547
C -0.34411 -5.67855 -0.52781
O 3.00485 -2.63363 -1.29469
C 4.31665 -2.12030 -1.50502
C 4.63538 -2.39032 -2.96695
C 5.30907 -2.86008 -0.60554
C 4.39417 -0.62056 -1.22471
H 0.48774 -2.92091 3.87060
H 0.14218 -3.19368 2.14112
H 0.67849 -1.60491 2.69148
H 2.18420 -4.80116 3.98322
H 3.42670 -4.90790 2.71137
H 1.71559 -5.16420 2.30486
H 2.90285 -2.45813 4.60616
H 3.04128 -1.22202 3.33309
H 4.20448 -2.56445 3.39111
H 1.32045 -3.85602 -2.93240
H -0.43040 -4.04213 -2.69221
H 0.55543 -5.45534 -3.15087
H 2.93015 -4.97834 -1.33021
H 2.06309 -6.53561 -1.39901
H 2.31960 -5.70950 0.15882
H -1.30619 -5.17141 -0.65165
H -0.18765 -5.85660 0.54090
H -0.38355 -6.64068 -1.04792
H 4.59779 -3.46527 -3.16848
H 5.63290 -2.01735 -3.21943
H 3.89875 -1.89079 -3.60231
H 5.36633 -3.91763 -0.88580
H 4.97479 -2.79697 0.43213
H 6.30635 -2.41346 -0.69010
H 3.62710 -0.08653 -1.78995
H 5.38468 -0.24479 -1.50152
H 4.21184 -0.41708 -0.16526
C -4.27928 -1.06108 3.95656
C -4.76789 -0.05630 2.94354
O -4.58633 -0.57814 1.58447
P -3.41195 -0.19838 0.64299
O -3.84135 -0.52820 -0.83693
C -5.12868 -0.25311 -1.43038
C -5.44495 -1.41677 -2.34644
O -2.38584 -1.40405 0.81263
C -2.53859 -2.75019 0.34888
C -3.31364 -3.60768 1.33230
H -4.44764 -0.64632 4.95391
H -3.20675 -1.22968 3.83582
H -4.80350 -2.01837 3.86253
H -4.25518 0.89789 3.04371
H -5.83528 0.12924 3.03871
H -5.05852 0.68752 -1.96865
H -5.87408 -0.13757 -0.65141
H -4.70721 -1.48451 -3.15049
H -6.43554 -1.28046 -2.78814
H -5.43047 -2.35707 -1.78882
H -1.51932 -3.10885 0.22896
H -3.02546 -2.74801 -0.62780
H -2.79513 -3.63945 2.29419
H -3.40905 -4.62773 0.94720
H -4.31064 -3.19535 1.49967
C 2.18942 5.00146 -1.40951
C 1.92309 3.67502 -1.70270
C 1.48595 2.80239 -0.70554
C 1.30292 3.25319 0.59209
C 1.58601 4.58956 0.88505
C 2.01980 5.45615 -0.10083
N 0.91729 2.36828 1.68215
C 2.06955 1.96458 2.44087
C 2.03476 1.91148 3.82969
C 3.16134 1.55403 4.56293
C 4.35824 1.25598 3.92652
C 4.40856 1.33167 2.53952
C 3.28295 1.68781 1.80909
H 2.52938 5.67679 -2.18710
H 2.06147 3.30233 -2.71289
H 1.33013 1.75125 -0.91823
H 1.44458 4.93245 1.90067
H 2.22122 6.49391 0.14562
H 1.12602 2.16968 4.34381
H 3.09631 1.52085 5.64597
H 5.23289 0.96674 4.49890
H 5.33011 1.10423 2.01432
H 3.34076 1.73223 0.73007
F -5.05627 3.89959 0.92020
Te -3.31674 3.41103 0.41045
F -4.11160 3.52628 -1.39226
F -3.62451 2.65960 2.29608
F -4.53600 1.52210 0.28968
F -3.40273 5.33365 0.24666
O -2.38099 0.88207 1.01138

***

115
Properties=species:S:1:pos:R:3 method="wB97M-V/def2-TZVPD" orbital_gap_ev=6.39 smiles="CC(=O)OCCC1=C(CCCSC(=S)N(c2ccccc2)c2ccccc2)C(=O)C(P(O)(O)=S)=C(N(C(C)=O)C(C)=O)C1=O.CCCCCC.CCCCCC" lumo_energy_ev=-1.95
C 4.35218 -4.57589 2.67470
C 2.95736 -4.84108 1.82816
O 1.88222 -5.38322 2.46537
O 2.76314 -4.52120 0.40286
C 2.74096 -3.06246 0.17462
C 4.14084 -2.67190 -0.60509
C 4.46502 -1.05318 -0.60273
C 3.79257 -0.06301 -1.53687
C 2.64677 -0.53136 -2.61657
C 1.24879 0.35233 -2.51969
C 0.17466 -0.21350 -1.41632
S 0.18341 0.98793 0.03363
C -0.52094 0.05232 1.50078
S 0.40223 -1.19462 2.27577
N -1.88011 0.32937 2.10357
C -2.93228 -0.66852 1.67369
C -3.63193 -1.58369 2.88546
C -4.75488 -2.73219 2.48906
C -5.23256 -3.05340 0.92885
C -4.55089 -2.11413 -0.27370
C -3.42519 -0.97687 0.14089
C -2.32160 1.76576 1.93385
C -3.04205 2.42333 0.61653
C -3.41954 4.04951 0.58248
C -3.07916 5.08458 1.83093
C -2.37518 4.41055 3.16457
C -1.99864 2.79627 3.20738
C 4.21687 1.55068 -1.41554
O 4.29168 2.34845 -2.48491
C 4.53208 2.04684 0.15057
P 4.00057 3.81693 0.61884
O 3.79764 4.84309 -0.81505
O 2.36962 3.67424 1.30839
S 5.21960 4.76863 1.79794
C 5.21267 1.05998 1.08263
N 5.44618 1.50360 2.50610
C 4.12464 1.57776 3.30002
C 4.13100 2.72549 4.51680
O 3.05921 0.81331 3.00578
C 6.29279 0.54096 3.30545
C 7.80523 0.80560 3.88162
O 5.72465 -0.65154 3.61934
C 5.61096 -0.38094 0.41371
O 6.75795 -1.04681 0.55303
H 5.06584 -3.85087 2.08390
H 4.85526 -5.62610 2.92233
H 4.03870 -4.10643 3.71502
H 1.84453 -2.79978 -0.53476
H 2.75046 -2.48304 1.19132
H 5.06240 -3.19863 -0.09384
H 4.01914 -2.99642 -1.73346
H 3.05598 -0.35141 -3.72013
H 2.40613 -1.68360 -2.55434
H 0.73958 0.25072 -3.59168
H 1.46234 1.48147 -2.28049
H -0.90745 -0.13211 -1.91096
H 0.32840 -1.33526 -1.12022
H -3.30139 -1.39541 3.99212
H -5.21297 -3.38850 3.36290
H -6.02436 -3.89771 0.68462
H -4.84781 -2.29755 -1.40008
H -2.95222 -0.34819 -0.75471
H -3.28642 1.77047 -0.32326
H -3.93871 4.42630 -0.40341
H -3.33903 6.24635 1.74433
H -2.12387 5.14242 4.05755
H -1.47485 2.39664 4.18299
H 2.88157 5.26777 -0.77831
H 1.73127 4.17870 0.72032
H 3.17552 3.40115 4.51209
H 4.25048 2.22291 5.58407
H 5.10489 3.40398 4.38829
H 8.29379 -0.24036 4.18606
H 8.44354 1.33935 3.05878
H 7.69489 1.42066 4.88519
C 4.74405 -0.89822 -9.80811
C 4.92888 0.20301 -8.77593
C 4.72107 -0.27629 -7.33678
C 3.31412 -0.79525 -7.01679
C 2.17750 0.19830 -7.27038
C 2.26988 1.44871 -6.40949
H 3.72536 -1.29517 -9.79678
H 4.93652 -0.50807 -10.81275
H 5.43939 -1.72346 -9.62591
H 4.25843 1.03773 -9.00368
H 5.94983 0.59550 -8.86515
H 4.97208 0.54376 -6.65428
H 5.44058 -1.07688 -7.12192
H 3.29051 -1.10042 -5.96293
H 3.12048 -1.70529 -7.59619
H 1.22620 -0.30257 -7.05353
H 2.14129 0.48034 -8.32767
H 2.26002 1.19119 -5.34592
H 1.41643 2.10550 -6.60719
H 3.18026 2.01747 -6.61973
C -10.77335 -1.99691 5.13061
C -10.71028 -0.75551 4.25469
C -10.08106 -1.01471 2.88321
C -8.61817 -1.47340 2.91072
C -7.64821 -0.52290 3.61720
C -7.55215 0.84103 2.95113
H -9.77554 -2.38272 5.35634
H -11.26063 -1.76126 6.08224
H -11.34878 -2.78937 4.64216
H -10.17204 0.03943 4.78051
H -11.73210 -0.38570 4.10149
H -10.16709 -0.10364 2.28001
H -10.67156 -1.77807 2.36034
H -8.28273 -1.61854 1.87597
H -8.55365 -2.45843 3.38709
H -6.65185 -0.98129 3.61421
H -7.92623 -0.40086 4.66911
H -7.22938 0.74438 1.90993
H -6.82167 1.46539 3.47592
H -8.51065 1.36773 2.96916

***

108
Properties=species:S:1:pos:R:3 method="wB97M-V/def2-TZVPD" orbital_gap_ev=6.27 relative_energy_kcal_mol=2.7 lumo_energy_ev=0.28
Sr -0.46424 1.22335 -0.98796
C 0.24948 -2.66822 -3.48549
Si 0.57150 -1.46613 -2.03813
C -0.30335 -1.95310 -0.37187
C 0.47272 -2.36371 0.72381
C -0.02491 -2.39753 2.01718
C -1.32814 -1.99633 2.27449
C -2.13858 -1.62281 1.21581
C -1.65886 -1.62210 -0.09548
P -2.75424 -1.35627 -1.54195
C -3.54788 -3.04049 -1.71250
C -4.56780 -3.39309 -0.62040
C -4.87263 -4.88896 -0.65819
C -3.64186 -5.70079 -0.22397
C -2.34043 -4.95701 -0.55073
C -2.47582 -4.15110 -1.83966
C -4.16079 -0.34665 -0.88491
C -3.66542 1.04678 -0.49735
C -4.79183 1.95030 -0.00523
C -5.90070 2.04787 -1.04852
C -6.40235 0.66474 -1.45566
C -5.25893 -0.22199 -1.94635
C 2.43323 -1.85592 -1.64398
C 3.01722 -3.05966 -2.05283
C 4.37656 -3.30965 -1.92829
C 5.21133 -2.33885 -1.39735
C 4.66594 -1.13878 -0.96922
C 3.29350 -0.89727 -1.06372
P 2.56351 0.68492 -0.51005
C 3.18120 1.06751 1.20248
C 2.38474 0.18881 2.18051
C 2.61558 0.61499 3.62853
C 4.09594 0.60536 3.99056
C 4.89048 1.46465 3.01354
C 4.66785 1.00775 1.57165
C 3.24851 1.92500 -1.72347
C 2.23131 3.08441 -1.81791
C 2.86954 4.36391 -2.34887
C 3.94327 4.87728 -1.38011
C 4.68180 3.72260 -0.68109
C 4.67644 2.46923 -1.55408
H 0.38550 -3.73210 -3.27164
H 0.94491 -2.40032 -4.28587
H -0.76000 -2.52912 -3.87643
H 1.50281 -2.65553 0.55543
H 0.61445 -2.72009 2.83137
H -1.71609 -1.99079 3.28577
H -3.16111 -1.32841 1.42144
H -4.08708 -2.98022 -2.66350
H -5.48282 -2.81326 -0.75562
H -4.17519 -3.13861 0.36845
H -5.16284 -5.16010 -1.67818
H -5.72864 -5.12303 -0.02232
H -3.65169 -6.67430 -0.72021
H -3.68826 -5.89919 0.84958
H -1.51240 -5.66293 -0.64006
H -2.07529 -4.28108 0.26621
H -2.75209 -4.82627 -2.65551
H -1.51150 -3.72728 -2.10871
H -4.59924 -0.81538 0.00251
H -3.24284 1.52102 -1.40114
H -2.88376 0.98806 0.26769
H -4.39121 2.93862 0.22757
H -5.19678 1.53468 0.92446
H -5.51064 2.56284 -1.93413
H -6.72513 2.65612 -0.67066
H -7.16673 0.75125 -2.23120
H -6.88057 0.18595 -0.59355
H -4.82425 0.21216 -2.85511
H -5.64103 -1.20688 -2.22552
H 2.39298 -3.82668 -2.49431
H 4.78529 -4.25706 -2.25886
H 6.27731 -2.51159 -1.31742
H 5.32531 -0.38504 -0.56335
H 2.83045 2.10228 1.34403
H 2.70110 -0.85268 2.04753
H 1.32076 0.22965 1.94363
H 2.05332 -0.03776 4.30304
H 2.21867 1.62832 3.76417
H 4.46993 -0.42371 3.94554
H 4.24462 0.95188 5.01590
H 5.95575 1.42839 3.25364
H 4.58027 2.51180 3.11207
H 5.01234 -0.02592 1.47814
H 5.27458 1.61391 0.90047
H 3.20559 1.35527 -2.65712
H 1.80100 3.30351 -0.83109
H 1.40661 2.78716 -2.47791
H 2.10899 5.12869 -2.51267
H 3.31467 4.15249 -3.32537
H 3.48145 5.52308 -0.62995
H 4.65497 5.49821 -1.92846
H 4.19637 3.49793 0.27163
H 5.70454 4.01816 -0.43925
H 5.34349 1.70224 -1.16409
H 5.07619 2.72986 -2.53952
O -0.75826 1.39626 1.35471
N -0.84207 2.46663 2.11955
C -0.60411 2.30735 3.44311
C -0.65351 3.35550 4.31611
C -0.95197 4.62546 3.81260
C -1.17524 4.77515 2.46889
C -1.11502 3.68776 1.57418
S -1.35655 3.90373 -0.11676
H -0.38517 1.28618 3.71752
H -0.46024 3.18226 5.36422
H -1.00075 5.48161 4.47178
H -1.39709 5.74084 2.03929

***

| no. | strongest force on any atom (eV Å⁻¹) | calculated total energy (eV) |
| --- | --- | --- |
| 1 | 2.113 | -121406.9845 |
| 2 | 3.476 | -242681.7282 |
| 3 | 9.128 | -105635.9253 |
| 4 | 0.467 | -86177.6846 |